A.
24
Properties=species:S:1:pos:R:3 method="wB97M-V/def2-TZVPD" orbital_gap_ha="0.2884 / 0.2884" total_charge=0 e_homo_ha="-0.2934 / -0.2934"
O 3.88549 0.91999 -1.25839
N 4.56369 0.05508 -0.74098
C 4.32526 -0.55387 0.48295
C 3.32222 -0.30282 1.29464
N 2.35266 0.58572 1.00846
C 1.44757 0.63104 0.14979
O 1.09181 -0.45110 -0.56545
C -0.00617 -0.16860 -1.38685
C -1.25391 -0.13874 -0.61850
C -2.00579 1.01983 -0.65635
C -3.14358 1.23500 0.13593
C -3.73621 0.14357 0.77859
C -3.15119 -1.04349 0.59268
C -1.83915 -1.18300 0.08266
H 5.18158 -1.20964 0.73642
H 3.20077 -0.57873 2.33463
H 0.77999 1.38703 0.13854
H -0.11223 -1.07886 -1.94732
H 0.05202 0.73005 -1.89833
H -1.61923 1.75624 -1.30930
H -3.67658 2.13853 0.10734
H -4.73527 0.06983 1.26244
H -3.64320 -1.90880 1.12222
H -1.28054 -2.05426 0.15419

---

B.
24
Properties=species:S:1:pos:R:3 method="wB97M-V/def2-TZVPD" orbital_gap_ha="0.2346 / 0.2350" total_charge=0 e_homo_ha="-0.2990 / -0.2991"
C -1.66596 2.18498 -0.06372
C 2.01918 -0.34625 -0.04442
C 1.18726 0.73954 -0.11668
C 0.00576 -1.14719 -0.09828
C -1.21162 1.02147 -0.33406
C -1.11579 -2.16671 -0.08316
C -3.14200 -0.46742 -0.10333
C -2.54730 -1.71952 0.37272
C 3.49241 -0.45641 0.02233
C 1.37985 2.22989 -0.11343
N 1.29454 -1.48494 -0.12366
N -0.09307 0.25435 -0.20478
O -2.23873 3.20012 -0.00392
O -0.85114 -3.32619 -0.19422
H -3.57555 0.01282 0.68985
H -3.20100 -0.15270 -1.06627
H -3.12613 -2.62364 0.13237
H -2.51439 -1.73807 1.45889
H 3.70144 -1.34803 0.63312
H 3.94650 -0.54573 -1.07176
H 3.97019 0.43034 0.58226
H 0.57748 2.60871 -0.82113
H 1.20237 2.60312 0.89634
H 2.50573 2.23746 -0.34504

---

C.
24
Properties=species:S:1:pos:R:3 method="wB97M-V/def2-TZVPD" orbital_gap_ha=0.3319 total_charge=0 e_homo_ha=-0.3210 smiles="O=c1cc[nH]c(=O)[nH]1.c1ccccc1"
O -0.63049 -1.70343 0.55579
C -1.53041 -0.98734 0.20956
C -2.97006 -1.55017 0.24217
C -4.03776 -0.72547 -0.01357
N -3.81012 0.61996 -0.51312
C -2.64039 1.29235 -0.22952
O -2.58724 2.51371 -0.04451
N -1.58914 0.35525 -0.26258
H -3.15795 -2.54009 0.29865
H -5.14962 -0.93523 -0.03780
H -4.68877 1.20567 -0.78348
H -0.72726 0.91526 0.26114
C 1.81880 0.96317 0.70733
C 3.09328 1.47191 0.38965
C 4.07368 0.60807 -0.20747
C 3.65246 -0.64315 -0.65542
C 2.44639 -1.14380 -0.48960
C 1.56192 -0.37947 0.19868
H 0.98054 1.37005 1.31003
H 3.43746 2.48407 0.61278
H 5.24912 0.90702 -0.41228
H 4.42968 -1.29554 -1.13807
H 2.23926 -2.17909 -0.86660
H 0.53662 -0.62369 0.86827

---

D.
24
Properties=species:S:1:pos:R:3 method="wB97M-V/def2-TZVPD" orbital_gap_ha=0.3349 total_charge=0 e_homo_ha=-0.3262 smiles=COc1cc2cnncc2cc1OC
C 2.51197 -1.83282 0.94510
O 1.94935 -1.59531 -0.49374
C 0.70109 -1.09201 -0.46482
C -0.51033 -1.73281 -0.82140
C -1.75221 -1.02211 -0.34691
C -3.11219 -1.41824 -0.10816
N -3.98030 -0.58767 0.13450
N -3.77114 0.81004 0.27368
C -2.70922 1.25560 0.08437
C -1.53681 0.40454 -0.09125
C -0.27360 1.00636 0.02856
C 0.70120 0.21881 -0.13396
O 1.86394 0.99131 -0.10903
C 1.97977 2.34526 -0.34292
H 1.34537 -1.86847 1.58918
H 3.20003 -0.97864 0.96188
H 3.05284 -2.85378 1.34676
H -0.25755 -2.70132 -1.44219
H -3.38908 -2.37693 -0.25675
H -2.24109 2.40631 0.23300
H -0.06881 2.03569 -0.05919
H 1.24329 2.88236 -0.91976
H 3.07467 2.68428 -0.59934
H 1.97883 3.01956 0.59237

---

What should be chosen as the least stable of them? Choose D.

---

A.
10
Properties=species:S:1:pos:R:3 method="wB97M-V/def2-TZVPD" orbital_gap_ha=0.2981 total_charge=0 e_homo_ha=-0.3317 smiles="O=C(S)C(=S)NO"
O 0.35569 0.10480 1.72882
C -0.24938 0.58777 0.80658
S -1.17507 2.07404 0.97028
C -0.33511 -0.15338 -0.52466
S -1.40899 0.19411 -1.69907
N 0.68639 -0.97309 -0.73216
O 1.62548 -1.49922 0.14969
H -1.97675 1.77104 -0.04961
H 0.96110 -1.17038 -1.68442
H 1.51663 -0.93568 1.03454

---

B.
10
Properties=species:S:1:pos:R:3 method="wB97M-V/def2-TZVPD" orbital_gap_ha=0.2472 total_charge=0 e_homo_ha=-0.2974
C -0.10226 -0.85435 0.58231
C 3.08076 -0.94819 -0.33061
N -2.41716 1.02057 -0.13062
O -1.04898 -1.45595 0.29272
O -0.01423 1.28303 -0.17626
S 1.51033 -1.38638 -0.45860
S -1.22792 1.58541 -0.91143
H 0.05421 -0.23511 1.40416
H 3.36302 -0.25058 0.38516
H -3.19776 1.24154 -0.65682

---

C.
10
Properties=species:S:1:pos:R:3 method="wB97M-V/def2-TZVPD" orbital_gap_ha=0.3576 total_charge=0 e_homo_ha=-0.3551 smiles="O=S1(=O)CC=NS1"
O -2.41439 0.19847 0.55608
S -1.14375 -0.48690 0.40485
O -1.24792 -1.83753 0.02594
C -0.03118 0.45272 -0.78352
C 1.34865 0.24998 -0.14058
N 1.43932 -0.12133 1.11823
S 0.16982 -0.26562 2.07323
H -0.19041 1.54914 -0.62174
H -0.11712 -0.14517 -1.80749
H 2.18697 0.40623 -0.82500

---

What should be chosen as the least stable of them? Choose B.

---

A.
14
Properties=species:S:1:pos:R:3 method="wB97M-V/def2-TZVPD" orbital_gap_ha=0.1545 total_charge=0 e_homo_ha=-0.2575
C -0.43372 -0.74306 2.03903
C -0.23025 0.90756 -2.26526
C -0.08277 -0.86821 0.54623
Si -0.51943 0.64240 -0.39758
Cl -0.85752 2.31425 0.70468
Br 3.67445 -0.20988 -0.36032
H -1.50865 -0.86897 2.04171
H 0.14602 -1.47776 2.66681
H -0.31944 0.15215 2.49196
H -1.10242 0.81096 -2.76586
H 0.25407 1.97078 -2.41427
H 0.54613 0.18847 -2.75014
H -0.52458 -1.67544 -0.05011
H 0.95810 -1.14327 0.51313

---

B.
14
Properties=species:S:1:pos:R:3 method="wB97M-V/def2-TZVPD" orbital_gap_ha="0.3456 / 0.2827" total_charge=0 e_homo_ha="-0.3783 / -0.2792"
C -0.42861 1.03148 0.47026
C -0.23337 -0.05189 -1.76288
C -0.34751 -0.34339 -0.17425
Si 1.06902 -1.32391 0.73382
Cl -1.86678 -1.28321 0.25598
Br 1.39083 -3.30251 -0.18484
H -1.14471 1.70766 0.23325
H -0.47814 0.75428 1.49742
H 0.44612 1.59157 0.10858
H -0.52553 -1.00647 -2.30138
H -0.90880 0.71652 -1.98990
H 0.72327 0.43256 -1.97429
H 1.38275 2.17499 2.86485
H 0.92146 -1.09768 2.22335

---

What should be chosen as the least stable of them? Choose B.

---

A.
18
Properties=species:S:1:pos:R:3 method="wB97M-V/def2-TZVPD" orbital_gap_ha=0.3606 total_charge=0 e_homo_ha=-0.3231 smiles=CCc1ccccc1
C -1.73094 1.96537 -1.19380
C -1.04134 0.67454 -1.62681
C -0.14144 0.09931 -0.52899
C -0.80707 -0.36966 0.70529
C -0.02779 -0.95082 1.74076
C 1.26783 -1.12887 1.56925
C 1.92486 -0.70448 0.40333
C 1.17248 -0.18188 -0.61796
H -2.64199 1.95421 -0.26132
H -2.26975 2.30065 -2.10293
H -0.92497 2.73409 -0.84815
H -1.66668 -0.21052 -1.97868
H -0.37910 0.82069 -2.49488
H -1.80371 -0.55762 0.91748
H -0.73172 -1.22412 2.74350
H 1.83274 -1.62480 2.36421
H 3.08592 -0.81528 0.47256
H 1.79970 0.20164 -1.51828

---

B.
18
Properties=species:S:1:pos:R:3 method="wB97M-V/def2-TZVPD" orbital_gap_ha=0.3697 total_charge=0 e_homo_ha=-0.3248
C -1.68386 -0.69593 0.19970
C -1.57055 0.78948 -0.24956
C -0.03913 0.92360 -0.27576
C 0.53536 -0.40342 -0.91954
C 2.07274 -0.23497 -0.66010
C 2.05375 0.19379 0.59032
C 0.59067 0.18970 0.97651
C -0.16546 -1.00784 0.34913
H -2.22515 -0.72555 1.13432
H -2.17776 -1.33695 -0.53413
H -1.96856 0.90076 -1.27478
H -1.98501 1.56434 0.39803
H 0.36469 1.96817 -0.39438
H 0.12746 -0.61901 -1.92120
H 2.92490 -0.44033 -1.33183
H 2.83933 0.48690 1.28961
H 0.33132 0.48672 2.00220
H -0.02472 -2.03944 0.62145

---

C.
18
Properties=species:S:1:pos:R:3 method="wB97M-V/def2-TZVPD" orbital_gap_ha=0.3509 total_charge=0 e_homo_ha=-0.3081 smiles="C1=CC2=CCC[C@H]2C1"
C 2.15692 -0.00923 -0.27894
C 1.52459 1.15054 0.10830
C 0.09444 0.84947 0.15909
C -1.08987 1.32399 -0.13053
C -2.21630 0.22068 -0.00511
C -1.34661 -1.21155 -0.19985
C 0.05664 -0.61121 0.56534
C 1.26962 -1.18941 -0.11524
H 3.21537 -0.11852 -0.34598
H 1.99932 2.22054 0.08371
H -1.69369 2.22053 -0.70936
H -2.97914 0.18701 -0.86843
H -2.68397 0.24651 1.02067
H -1.81644 -1.94493 0.36755
H -1.35607 -1.60911 -1.22747
H -0.15302 -0.96589 1.69970
H 0.97600 -1.59167 -1.20200
H 1.79511 -1.78414 0.56316

---

What should be chosen as the least stable of them? Choose C.

---

A.
18
Properties=species:S:1:pos:R:3 method="wB97M-V/def2-TZVPD" orbital_gap_ha=0.3711 total_charge=0 e_homo_ha=-0.3303 smiles=CCc1ccccc1
C -2.57422 0.05618 -0.40359
C -1.55911 -0.02120 0.72992
C -0.10902 -0.06352 0.29071
C 0.85227 -0.36363 1.25966
C 2.20496 -0.28437 0.94314
C 2.59222 0.10395 -0.32880
C 1.64904 0.29907 -1.33017
C 0.29788 0.17204 -1.01625
H -3.60802 0.06536 -0.06027
H -2.44405 0.97495 -0.97059
H -2.47908 -0.79185 -1.08208
H -1.70924 0.85042 1.37289
H -1.77217 -0.89594 1.34705
H 0.53042 -0.66507 2.24823
H 2.95512 -0.47688 1.69760
H 3.64025 0.23389 -0.56396
H 1.96944 0.55636 -2.32951
H -0.43668 0.25022 -1.80398

---

B.
18
Properties=species:S:1:pos:R:3 method="wB97M-V/def2-TZVPD" orbital_gap_ha="0.2754 / 0.2754" total_charge=0 e_homo_ha="-0.2946 / -0.2946"
C 0.46577 -1.63316 0.13982
C 2.72330 -1.45216 0.10242
C -2.95550 -0.18716 0.04616
C -1.99542 -1.08047 -0.02440
C 2.57159 -0.02504 -0.28543
C 1.43043 0.63235 0.50236
C 0.06404 0.58220 -0.18870
C -0.58119 -0.80337 -0.04853
H 0.77503 -2.61188 0.22300
H -3.91292 -0.58184 -0.02939
H -2.77830 0.88114 0.01970
H -2.20836 -2.13498 -0.13860
H 3.54275 0.49678 -0.42838
H 2.31553 -0.11498 -1.30624
H 1.48775 0.03670 1.48729
H 1.75960 1.63224 0.68068
H -0.71475 1.37710 0.19762
H 0.12815 0.84369 -1.20053

---

What should be chosen as the least stable of them? Choose B.

---

A.
44
Properties=species:S:1:pos:R:3 method="wB97M-V/def2-TZVPD" orbital_gap_ha=0.3307 total_charge=0 e_homo_ha=-0.3192 smiles="CCN(c1ccccc1)S(=O)(=O)c1nnc(NC(=O)C(C)(C)C)s1"
C 3.11732 -0.08214 -4.64314
C 2.70344 -0.00561 -3.17874
N 1.63261 -0.95048 -2.92617
C 1.60311 -1.77512 -1.79450
C 2.25033 -1.44256 -0.60652
C 2.15053 -2.27679 0.49316
C 1.39601 -3.43497 0.43200
C 0.74238 -3.76186 -0.74534
C 0.84584 -2.94448 -1.85426
S 0.12973 -0.58493 -3.56972
O -0.35751 -1.65390 -4.37551
O 0.19669 0.72403 -4.14131
C -0.83676 -0.45965 -2.06973
N -1.75881 -1.25769 -1.66846
N -2.24397 -0.95576 -0.47500
C -1.67413 0.08401 0.05105
N -1.99916 0.58045 1.27599
C -1.33845 1.66377 1.80766
O -0.45091 2.19814 1.18407
C -1.81812 2.09781 3.18585
C -0.98167 3.29962 3.62805
C -3.29569 2.49967 3.10015
C -1.62947 0.94301 4.17712
S -0.43998 0.81483 -0.94448
H 3.41371 -1.09755 -4.89420
H 3.95240 0.58946 -4.82617
H 2.28311 0.20678 -5.27516
H 2.37350 1.01134 -2.93807
H 3.54953 -0.27208 -2.54309
H 2.81692 -0.52716 -0.52979
H 2.65777 -2.00691 1.40799
H 1.31549 -4.07658 1.29633
H 0.14792 -4.66056 -0.80350
H 0.33440 -3.18686 -2.77102
H -2.73725 0.10489 1.77455
H 0.07027 3.03130 3.67453
H -1.08878 4.11559 2.91859
H -1.30210 3.64084 4.60872
H -3.43448 3.27857 2.35399
H -3.62137 2.88726 4.06256
H -3.93381 1.65745 2.84228
H -0.59265 0.61469 4.18522
H -1.88848 1.28037 5.17796
H -2.25947 0.08974 3.93608

---

B.
44
Properties=species:S:1:pos:R:3 method="wB97M-V/def2-TZVPD" orbital_gap_ha=0.3302 total_charge=0 e_homo_ha=-0.3345 smiles="CCN(c1ccccc1)S(=O)(=O)c1nnc(NC(=O)CC(C)C)s1"
C 2.84206 1.55796 3.89981
C 2.01644 0.38686 3.37872
N 2.02253 0.32829 1.92906
C 1.29425 1.24810 1.15682
C 1.90619 1.95438 0.12468
C 1.14618 2.75053 -0.71504
C -0.22117 2.86395 -0.53022
C -0.82851 2.18010 0.51036
C -0.08182 1.37177 1.34661
S 3.35610 -0.40628 1.24034
O 4.45843 0.47240 1.01982
O 3.58244 -1.60839 1.97716
C 2.61011 -0.84829 -0.32537
N 3.07882 -0.67122 -1.50327
N 2.26086 -1.01787 -2.47406
C 1.11101 -1.46206 -2.06080
N 0.15042 -1.85130 -2.93297
C -1.22717 -2.01520 -2.79900
O -1.85357 -2.34669 -3.77175
C -1.80261 -1.75379 -1.43624
C -3.33258 -1.64812 -1.45600
C -3.86929 -1.69708 -0.02871
C -3.76253 -0.35819 -2.14873
S 1.00142 -1.52398 -0.30024
H 2.86175 1.54715 4.98638
H 3.86013 1.48502 3.52454
H 2.41384 2.50054 3.56353
H 2.43998 -0.56116 3.71528
H 0.98313 0.45723 3.72644
H 2.97290 1.87882 -0.01172
H 1.63160 3.28735 -1.51563
H -0.80993 3.48362 -1.18905
H -1.89393 2.26614 0.66654
H -0.56415 0.82031 2.13902
H 0.48041 -1.93275 -3.89160
H -1.37973 -0.83080 -1.03185
H -1.49506 -2.57472 -0.78223
H -3.72808 -2.49692 -2.02121
H -4.95313 -1.61623 -0.03031
H -3.59775 -2.63115 0.45760
H -3.46486 -0.87331 0.55616
H -3.40802 -0.34294 -3.17556
H -4.84657 -0.28009 -2.16158
H -3.36054 0.50801 -1.62575

---

What should be chosen as the least stable of them? Choose B.